(1)
The following is a quantum chemistry calculation of 25 unconnected molecules or ions with the total composition C17H83IN3O25S at a distorted geometry, from the Open Molecules 2025 dataset.

Properties
LUMO energy (eV): -2.591
Orbital gap (eV): 9.571
E_HOMO (eV): -12.162
Net charge: +1

XYZ file:
```
130
Properties=species:S:1:pos:R:3:forces:R:3:lowdin_charge:R:1
C 2.6957 -3.4932 2.0509 -0.83 0.21 0.30 -0.101
C 1.3335 -2.7957 2.1283 0.02 -0.22 0.10 -0.240
C 0.3250 -3.2345 1.0560 0.41 -0.27 0.28 -0.187
C 0.8533 -3.3242 -0.3711 -0.75 0.57 -0.04 -0.183
C 1.0361 -1.9795 -1.0748 0.68 -0.71 -0.05 -0.131
N -0.2338 -1.2961 -1.2771 0.84 0.56 0.08 -0.005
C -0.9185 -0.5575 -0.3946 -0.67 -0.88 -0.15 -0.273
N -0.4759 0.1648 0.5955 0.40 0.08 0.24 0.155
O 0.8760 0.2618 0.8360 -0.36 -0.14 0.24 -0.104
C 1.2073 1.5202 1.5013 0.79 0.40 -0.37 -0.112
C 2.4864 2.0687 0.8644 0.67 -0.48 -0.35 -0.304
C 2.5648 1.7265 -0.6234 -0.22 0.16 0.09 -0.053
C 3.7676 1.5877 1.5715 -0.14 -0.25 0.24 -0.374
C 3.9297 2.2188 2.9553 0.22 -0.10 -0.31 -0.053
C 3.8457 0.0658 1.7345 0.13 0.49 0.04 -0.056
N -2.2556 -0.6088 -0.7179 0.25 1.43 -0.60 -0.011
C -3.1855 0.3104 -0.0789 -0.04 -0.42 0.60 -0.168
C -4.6447 -0.0633 -0.3723 0.13 0.79 0.61 -0.256
C -5.4756 0.2265 0.8809 -0.30 -0.19 0.11 -0.573
I -7.0702 1.6331 0.5266 0.10 -0.32 0.01 1.004
C -2.2067 -0.4480 -2.2013 -0.39 -1.73 0.14 -0.102
C -0.7906 -0.9598 -2.6062 -0.12 1.31 1.05 -0.564
S -0.7948 -2.2153 -3.8607 -0.28 -0.54 -0.21 0.876
H 3.2742 -3.1658 2.9060 0.28 -0.01 -0.03 0.060
H 2.5426 -4.5681 2.1299 0.18 -0.15 -0.23 0.084
H 3.2188 -3.2327 1.1363 0.23 -0.10 -0.09 0.063
H 0.9082 -3.0637 3.0960 -0.14 0.13 0.09 0.112
H 1.4844 -1.7185 2.1584 -0.03 0.12 -0.20 0.068
H -0.0040 -4.2372 1.3304 -0.04 -0.10 -0.05 0.114
H -0.5773 -2.6202 1.1143 -0.08 0.08 -0.07 0.096
H 1.7933 -3.8554 -0.4050 0.17 -0.13 0.02 0.090
H 0.1383 -3.9089 -0.9481 0.08 -0.11 -0.16 0.107
H 1.7915 -1.3938 -0.5600 -0.21 0.42 0.11 0.101
H 1.4479 -2.1962 -2.0590 -0.11 0.17 -0.19 0.113
H -1.0891 0.6903 1.2046 -0.08 -0.11 0.05 0.152
H 0.4069 2.2479 1.3862 -0.24 -0.11 -0.04 0.125
H 1.3831 1.2927 2.5473 -0.24 0.04 0.18 0.104
H 2.4855 3.1526 0.9270 -0.31 0.12 0.19 0.122
H 3.4006 2.2493 -1.0695 0.07 0.10 0.00 0.047
H 1.6521 2.0619 -1.1230 -0.06 -0.15 -0.19 0.081
H 2.7158 0.6645 -0.7916 -0.13 -0.12 -0.06 0.064
H 4.5954 1.9074 0.9418 0.11 0.03 -0.04 0.114
H 4.2260 3.2639 2.8829 -0.17 0.15 0.08 0.081
H 4.7144 1.6999 3.5017 0.09 0.01 0.09 0.084
H 3.0160 2.1137 3.5393 -0.06 0.13 0.14 0.072
H 4.8659 -0.2249 1.9544 0.11 -0.05 0.02 0.061
H 3.5463 -0.4825 0.8436 -0.16 -0.12 0.00 0.068
H 3.2611 -0.2343 2.6045 -0.22 -0.27 -0.10 0.086
H -2.9695 1.3593 -0.3074 -0.03 0.08 -0.21 0.145
H -3.0567 0.1890 0.9980 0.16 -0.05 0.09 0.114
H -5.0330 0.5653 -1.1580 0.13 -0.31 -0.56 0.038
H -4.7106 -1.1137 -0.6350 -0.05 -0.09 -0.13 0.126
H -4.8873 0.6480 1.6873 -0.03 0.17 0.08 0.035
H -5.9648 -0.6588 1.2674 -0.13 -0.05 0.00 0.046
H -2.4011 0.5875 -2.4577 0.03 0.06 -0.28 0.121
H -2.9501 -1.1213 -2.6181 -0.29 0.35 -0.25 0.112
H -0.2488 -0.0682 -2.9174 0.28 -0.29 -0.67 0.124
H 0.2159 -1.7979 -4.6280 0.16 0.25 0.16 -0.101
O 5.5931 -2.3781 2.5893 0.19 -0.06 0.14 -0.055
H 6.0317 -2.7120 3.3807 0.10 0.04 -0.04 0.059
H 5.5498 -3.1412 2.0044 0.03 0.01 -0.03 0.049
O -1.2922 -5.3877 -5.8446 0.12 0.17 -0.18 -0.042
H -0.6213 -6.0347 -5.5973 -0.04 -0.04 0.01 0.041
H -1.2107 -4.6868 -5.1932 -0.18 -0.06 0.24 -0.025
O -9.1327 4.5951 0.5303 0.11 0.16 -0.12 -0.078
H -8.4191 3.9921 0.7562 0.00 0.09 0.17 -0.092
H -9.0428 5.3013 1.1862 -0.01 -0.08 0.06 0.026
O -5.0510 4.4437 1.7061 0.29 -0.22 0.45 -0.084
H -4.7470 4.9032 0.9145 -0.27 0.17 -0.04 0.043
H -5.3190 3.5670 1.4067 -0.15 0.09 -0.06 -0.058
O -0.5147 0.3024 3.9902 -0.26 0.13 -0.19 -0.041
H -1.2536 0.9210 3.8634 0.12 0.11 0.24 -0.002
H -0.2106 0.0796 3.1074 0.11 -0.26 0.12 -0.016
O -4.2487 4.8234 4.6198 0.04 -0.38 -0.06 -0.052
H -4.5913 4.5102 3.7726 -0.09 0.29 -0.23 -0.001
H -4.6280 5.6970 4.7437 0.10 0.02 0.05 0.045
O 1.6096 -5.2337 -4.3245 -0.18 0.11 -0.13 -0.047
H 0.9162 -4.5730 -4.4259 0.11 0.02 0.17 -0.008
H 1.9235 -5.4032 -5.2233 0.21 -0.16 0.11 0.011
O -6.2794 6.0129 -0.2976 -0.04 0.05 -0.17 -0.056
H -6.7235 6.8044 0.0259 0.05 0.03 0.05 0.053
H -6.9837 5.5226 -0.7371 -0.07 0.00 0.05 0.036
O -4.6961 1.1359 -3.3793 -0.04 0.02 -0.15 -0.058
H -5.5360 1.6026 -3.4558 0.01 0.05 0.04 0.054
H -4.5468 0.7882 -4.2657 0.02 0.00 -0.01 0.055
O 5.9438 2.6648 -0.9630 -0.15 0.10 0.16 -0.058
H 5.7225 2.2415 -1.8004 0.17 0.07 -0.10 0.038
H 5.4165 3.4739 -0.9663 -0.01 0.00 -0.04 0.038
O -2.7592 2.1976 4.2652 -0.11 -0.30 -0.15 -0.051
H -3.1159 3.0857 4.3957 0.13 0.21 0.12 0.010
H -3.1706 1.6718 4.9604 0.01 0.05 0.04 0.062
O -8.4307 0.9750 4.2579 0.05 -0.26 -0.11 -0.057
H -8.1400 1.4375 3.4655 -0.07 0.12 0.01 -0.018
H -8.6589 0.0908 3.9503 0.00 0.01 -0.02 0.052
O 3.0828 4.5855 -1.8570 -0.02 0.06 0.11 -0.043
H 2.5698 5.3418 -1.5541 0.08 0.06 -0.03 0.048
H 2.4588 4.0571 -2.3628 0.03 0.00 -0.06 0.034
O -9.6625 1.0502 6.9434 -0.05 -0.13 -0.03 -0.066
H -10.3913 1.6674 6.8365 -0.01 0.00 0.02 0.032
H -9.3774 0.8527 6.0419 0.07 0.27 0.11 -0.017
O 3.6023 -6.2125 -6.2585 -0.01 0.06 -0.12 -0.042
H 4.4691 -6.1987 -5.8376 -0.01 0.05 0.03 0.067
H 3.8010 -6.2180 -7.2035 -0.03 -0.16 0.00 0.070
O 3.4455 -6.8799 -2.5262 -0.12 0.28 0.17 -0.057
H 2.7519 -6.2217 -2.6765 0.00 -0.07 -0.30 0.001
H 3.7720 -7.0736 -3.4083 -0.02 -0.14 0.01 0.028
O 1.0916 4.3963 2.5294 0.01 -0.04 0.14 -0.045
H 1.8974 4.9114 2.6439 -0.03 0.05 -0.03 0.050
H 0.9896 3.9418 3.3737 -0.08 0.07 0.03 0.051
O 8.4671 -1.3160 2.7021 -0.07 -0.02 -0.01 -0.064
H 8.9330 -0.5841 3.1225 0.02 0.01 -0.04 0.038
H 7.5829 -0.9748 2.5242 -0.08 -0.14 0.10 0.010
O 8.9766 1.1377 1.4533 -0.03 0.06 -0.11 -0.065
H 9.3551 1.6238 0.7151 -0.02 0.07 0.04 0.037
H 8.7820 0.2606 1.1036 0.12 -0.05 0.06 0.019
O 1.3302 -6.2355 -0.4987 -0.01 -0.08 -0.01 -0.044
H 2.2208 -6.4918 -0.7657 0.05 -0.17 0.09 0.019
H 0.8331 -7.0595 -0.5203 0.03 -0.02 0.00 0.055
O -7.4812 6.1102 2.7930 -0.07 0.01 -0.20 -0.049
H -6.6950 5.6983 2.4128 0.16 -0.14 -0.04 -0.006
H -7.2748 6.2804 3.7159 -0.07 -0.02 0.02 0.041
O -0.9191 -2.7104 -7.7700 -0.15 -0.02 0.12 -0.053
H -1.1374 -3.5235 -7.2968 0.06 -0.09 -0.10 0.004
H -0.3691 -2.1987 -7.1719 0.09 -0.02 -0.07 0.006
O 7.2813 3.2236 -3.3432 0.09 -0.06 -0.14 -0.065
H 8.0942 2.8888 -3.7336 0.00 0.06 -0.04 0.040
H 7.5023 3.4245 -2.4267 -0.07 -0.07 0.04 0.020
O 3.2326 -3.4415 -7.2299 -0.20 0.03 0.08 -0.055
H 3.0302 -4.2956 -6.8265 0.19 0.14 0.01 -0.019
H 3.7987 -2.9997 -6.5899 0.05 -0.01 -0.03 0.038
```
Positions in Å, forces in eV/Å.



(2)
The following is a quantum chemistry calculation of a molecular structure, C18H10Cl5N4O3Re at a distorted geometry, from the Open Molecules 2025 dataset.

Properties
LUMO energy (spin up / spin down) (eV): -13.017 / -13.039
Orbital gap (spin up / spin down) (eV): 4.862 / 4.839
2S+1: 2
E_HOMO (spin up / spin down) (eV): -17.879 / -17.879
Net charge: +3

XYZ file:
```
41
Properties=species:S:1:pos:R:3:forces:R:3:mulliken_spin:R:1
Re 0.6106 0.0516 -0.4953 0.03 -0.82 -1.19 -0.126
O 3.4007 1.6171 2.0460 0.00 0.02 -0.06 0.139
C 2.7173 0.8667 1.4248 0.04 0.00 0.14 -0.053
N 1.7808 1.3287 0.4394 -0.34 -0.19 -0.12 0.507
C 1.6756 2.7512 0.2069 0.06 0.17 0.01 -0.004
C 0.4848 3.0184 -0.6649 -0.05 -0.01 -0.05 -0.004
C 0.0649 4.2961 -0.9777 0.03 0.00 -0.01 0.007
C -1.0310 4.4610 -1.8099 -0.03 -0.01 -0.02 -0.003
C -1.6805 3.3392 -2.3158 0.02 0.07 0.00 0.003
C -1.2208 2.0914 -1.9679 0.03 -0.06 -0.01 0.003
N -0.1566 1.9318 -1.1510 0.06 -0.10 0.20 0.007
C 2.6843 -0.6168 1.5484 -0.03 -0.09 -0.01 -0.009
C 3.5258 -1.2918 2.4004 0.00 0.02 0.00 -0.004
C 3.4355 -2.6811 2.4546 0.02 -0.02 0.01 -0.001
C 2.5084 -3.3290 1.6548 0.03 0.01 0.02 -0.001
C 1.6931 -2.5849 0.8170 0.00 0.01 -0.03 0.000
N 1.7769 -1.2482 0.7668 -0.08 0.21 -0.06 0.007
H 2.5980 3.0990 -0.2824 0.01 -0.04 0.00 0.034
H 1.6412 3.3002 1.1541 -0.04 -0.06 0.03 0.024
H 0.5963 5.1493 -0.5768 -0.01 0.01 0.00 0.000
H -1.3753 5.4542 -2.0671 0.01 0.00 0.00 0.000
H -2.5294 3.4326 -2.9782 -0.01 -0.01 0.00 0.000
H -1.6836 1.1906 -2.3492 0.00 0.00 0.02 0.000
H 4.2340 -0.7329 2.9985 0.00 -0.01 0.01 0.000
H 4.0867 -3.2448 3.1100 0.00 0.00 0.00 0.000
H 2.4141 -4.4062 1.6661 0.00 0.00 -0.01 0.000
H 0.9743 -3.0606 0.1623 -0.01 0.01 0.02 -0.001
Cl -5.7208 -2.7338 1.3003 -0.13 -0.06 0.05 -0.001
C -4.2920 -2.3328 0.5646 0.51 0.20 -0.18 -0.003
C -3.4180 -1.3781 1.2167 -0.10 -0.17 -0.17 -0.001
Cl -3.8322 -0.6962 2.7019 -0.02 0.06 0.12 0.000
C -2.2554 -1.0587 0.5842 0.06 0.07 0.03 -0.004
Cl -1.1096 0.0744 1.2655 -0.56 -0.05 0.47 0.025
C -1.8703 -1.6048 -0.6652 -0.15 -0.28 -0.30 -0.002
O -0.7624 -1.2568 -1.2219 0.71 1.07 1.00 0.012
C -2.7436 -2.5574 -1.2952 0.30 0.12 -0.10 -0.002
Cl -2.2636 -3.1997 -2.7719 -0.05 -0.04 -0.02 0.000
C -3.9321 -2.9142 -0.6816 -0.20 0.06 0.28 0.002
Cl -4.9611 -4.0391 -1.4099 -0.06 -0.04 -0.03 0.000
O 2.2729 -0.3242 -2.8660 0.26 -0.07 -0.36 0.265
N 1.6623 -0.1614 -1.9353 -0.31 0.01 0.31 0.185
```
Positions in Å, forces in eV/Å.



(3)
The following is a quantum chemistry calculation of a molecular structure, C18H10F5O2Rh, from the Open Molecules 2025 dataset.

Properties
LUMO energy (eV): -1.062
Orbital gap (eV): 8.183
E_HOMO (eV): -9.246

XYZ file:
```
36
Properties=species:S:1:pos:R:3:forces:R:3:nbo_charge:R:1
Rh 0.2896 0.2840 0.7550 0.52 0.08 0.05 0.731
C 0.8061 2.1767 1.8557 0.18 0.11 -0.22 -0.313
C 1.7726 1.9349 0.8436 -0.22 0.01 0.10 -0.170
C 2.3976 0.6704 1.0669 -0.02 0.05 0.16 -0.309
C 1.8077 0.1216 2.2468 -0.08 0.10 -0.04 -0.200
C 0.8092 1.0412 2.7087 0.01 -0.26 -0.01 -0.189
H 0.1617 3.0353 1.9376 0.02 0.02 0.00 0.262
H 1.9611 2.5746 -0.0048 -0.02 0.01 0.00 0.254
H 3.1752 0.2266 0.4683 0.01 0.01 0.02 0.262
H 2.0377 -0.8299 2.6975 0.00 0.02 0.00 0.265
H 0.1501 0.8728 3.5454 0.00 -0.02 0.00 0.268
O -3.7066 0.6307 0.3864 0.02 0.09 -0.07 -0.604
C -2.5035 0.6087 0.2464 -0.06 -0.22 0.20 0.754
O -1.6858 -0.0242 1.0466 -0.13 0.09 -0.13 -0.685
C -1.8445 1.3469 -0.8952 -0.14 0.15 0.02 -0.146
C -2.4758 2.4455 -1.4641 -0.04 0.01 0.02 -0.168
C -1.8405 3.1793 -2.4529 -0.03 0.01 0.01 -0.186
C -0.5707 2.8217 -2.8956 0.03 -0.02 0.00 -0.215
C 0.0616 1.7201 -2.3454 -0.01 0.02 0.01 -0.197
C -0.5836 0.9917 -1.3495 0.13 0.09 -0.17 -0.201
H -3.4637 2.7060 -1.1077 0.00 0.01 -0.01 0.245
H -2.3375 4.0379 -2.8859 0.00 0.00 0.00 0.220
H -0.0848 3.3921 -3.6761 -0.01 0.00 0.00 0.221
H 1.0328 1.4005 -2.7014 0.00 0.00 0.00 0.222
H -0.1112 0.0125 -1.1274 -0.13 -0.24 0.09 0.229
F -0.4155 -2.1118 2.6617 -0.07 0.10 0.05 -0.317
C -0.0343 -2.5910 1.4688 0.12 -0.17 -0.05 0.364
C 0.3701 -1.7336 0.4607 -0.09 0.01 0.05 -0.313
C 0.8330 -2.3299 -0.6926 -0.04 -0.07 -0.05 0.338
F 1.2698 -1.5659 -1.7230 0.03 -0.01 0.00 -0.334
C 0.8705 -3.7025 -0.8744 0.02 0.02 -0.03 0.247
F 1.3190 -4.2314 -2.0157 -0.01 0.00 0.00 -0.290
C 0.4429 -4.5272 0.1480 0.01 -0.01 0.00 0.277
F 0.4797 -5.8512 0.0022 -0.01 0.00 0.00 -0.285
C -0.0044 -3.9682 1.3328 -0.02 0.01 -0.04 0.251
F -0.3854 -4.7648 2.3326 -0.01 0.00 0.02 -0.288
```
Positions in Å, forces in eV/Å.



(4)
The following is a quantum chemistry calculation of a molecular structure, C18H11F3KN3S, from the Open Molecules 2025 dataset.

Properties
LUMO energy (eV): -0.687
Orbital gap (eV): 5.957
E_HOMO (eV): -6.644

XYZ file:
```
37
Properties=species:S:1:pos:R:3:forces:R:3:nbo_charge:R:1
K 0.9427 0.1725 -0.4262 0.14 0.00 -0.04 0.922
F 4.3834 4.1830 -2.7867 -0.11 -0.08 -0.13 -0.319
C 3.3845 4.0287 -3.6743 0.10 0.11 -0.10 0.985
F 3.7509 3.0769 -4.5515 -0.01 0.10 0.16 -0.319
F 3.3437 5.1873 -4.3864 0.10 -0.04 -0.01 -0.345
C 2.0520 3.7684 -3.0339 -0.17 -0.21 0.18 -0.244
C 1.0354 4.6748 -3.2374 0.00 -0.03 0.03 -0.115
C -0.2110 4.4584 -2.6605 -0.07 0.04 -0.01 -0.335
C -0.3659 3.3187 -1.9009 -0.02 0.01 -0.01 0.063
N 0.5928 2.4217 -1.6840 -0.07 0.43 -0.22 -0.573
C 1.8253 2.6057 -2.2294 -0.17 0.31 -0.15 0.083
S 3.0347 1.4424 -1.9302 0.68 -0.10 -0.17 -0.446
H 1.2077 5.5527 -3.8454 0.01 -0.04 0.02 0.228
H -1.0268 5.1525 -2.8029 -0.01 -0.02 0.01 0.216
H -1.3229 3.1034 -1.4320 0.00 0.02 -0.01 0.178
C 0.1923 -0.3133 4.3642 -0.03 -0.05 0.09 -0.248
C 0.4420 0.1346 3.0611 -0.03 -0.03 -0.05 0.063
N 0.0615 -0.5155 1.9815 -0.05 -0.02 0.34 -0.448
C -0.6081 -1.6751 2.1307 -0.04 -0.07 0.34 0.137
C -0.9132 -2.2105 3.3987 0.13 0.22 -0.17 -0.082
C -0.4880 -1.4908 4.5290 0.01 0.01 -0.05 -0.132
C -1.6270 -3.4446 3.5080 -0.11 -0.19 -0.08 -0.182
C -2.0170 -4.1167 2.4042 0.00 0.00 0.23 -0.169
C -1.7244 -3.6116 1.0988 0.12 0.21 -0.18 -0.107
C -2.1110 -4.2916 -0.0693 0.03 0.04 0.01 -0.132
C -1.8022 -3.7611 -1.2939 -0.06 -0.09 0.03 -0.248
C -1.1043 -2.5478 -1.3372 0.00 0.03 0.06 0.061
N -0.7251 -1.8866 -0.2639 -0.20 -0.27 -0.07 -0.468
C -1.0241 -2.3976 0.9463 -0.18 -0.30 -0.03 0.233
H 0.5346 0.2620 5.2128 0.00 0.02 -0.02 0.230
H 0.9765 1.0653 2.8974 0.00 -0.01 0.03 0.201
H -0.7041 -1.8810 5.5162 0.01 0.02 0.01 0.221
H -1.8458 -3.8258 4.4978 -0.01 -0.01 -0.01 0.220
H -2.5576 -5.0518 2.4842 0.00 0.01 0.02 0.219
H -2.6481 -5.2284 0.0177 0.00 0.00 -0.02 0.221
H -2.0847 -4.2599 -2.2103 0.01 0.02 -0.01 0.230
H -0.8489 -2.0994 -2.2924 0.00 -0.04 0.00 0.201
```
Positions in Å, forces in eV/Å.



Please write out number 3 again, unchanged.
The following is a quantum chemistry calculation of a molecular structure, C18H10F5O2Rh, from the Open Molecules 2025 dataset.

Properties
LUMO energy (eV): -1.062
Orbital gap (eV): 8.183
E_HOMO (eV): -9.246

XYZ file:
```
36
Properties=species:S:1:pos:R:3:forces:R:3:nbo_charge:R:1
Rh 0.2896 0.2840 0.7550 0.52 0.08 0.05 0.731
C 0.8061 2.1767 1.8557 0.18 0.11 -0.22 -0.313
C 1.7726 1.9349 0.8436 -0.22 0.01 0.10 -0.170
C 2.3976 0.6704 1.0669 -0.02 0.05 0.16 -0.309
C 1.8077 0.1216 2.2468 -0.08 0.10 -0.04 -0.200
C 0.8092 1.0412 2.7087 0.01 -0.26 -0.01 -0.189
H 0.1617 3.0353 1.9376 0.02 0.02 0.00 0.262
H 1.9611 2.5746 -0.0048 -0.02 0.01 0.00 0.254
H 3.1752 0.2266 0.4683 0.01 0.01 0.02 0.262
H 2.0377 -0.8299 2.6975 0.00 0.02 0.00 0.265
H 0.1501 0.8728 3.5454 0.00 -0.02 0.00 0.268
O -3.7066 0.6307 0.3864 0.02 0.09 -0.07 -0.604
C -2.5035 0.6087 0.2464 -0.06 -0.22 0.20 0.754
O -1.6858 -0.0242 1.0466 -0.13 0.09 -0.13 -0.685
C -1.8445 1.3469 -0.8952 -0.14 0.15 0.02 -0.146
C -2.4758 2.4455 -1.4641 -0.04 0.01 0.02 -0.168
C -1.8405 3.1793 -2.4529 -0.03 0.01 0.01 -0.186
C -0.5707 2.8217 -2.8956 0.03 -0.02 0.00 -0.215
C 0.0616 1.7201 -2.3454 -0.01 0.02 0.01 -0.197
C -0.5836 0.9917 -1.3495 0.13 0.09 -0.17 -0.201
H -3.4637 2.7060 -1.1077 0.00 0.01 -0.01 0.245
H -2.3375 4.0379 -2.8859 0.00 0.00 0.00 0.220
H -0.0848 3.3921 -3.6761 -0.01 0.00 0.00 0.221
H 1.0328 1.4005 -2.7014 0.00 0.00 0.00 0.222
H -0.1112 0.0125 -1.1274 -0.13 -0.24 0.09 0.229
F -0.4155 -2.1118 2.6617 -0.07 0.10 0.05 -0.317
C -0.0343 -2.5910 1.4688 0.12 -0.17 -0.05 0.364
C 0.3701 -1.7336 0.4607 -0.09 0.01 0.05 -0.313
C 0.8330 -2.3299 -0.6926 -0.04 -0.07 -0.05 0.338
F 1.2698 -1.5659 -1.7230 0.03 -0.01 0.00 -0.334
C 0.8705 -3.7025 -0.8744 0.02 0.02 -0.03 0.247
F 1.3190 -4.2314 -2.0157 -0.01 0.00 0.00 -0.290
C 0.4429 -4.5272 0.1480 0.01 -0.01 0.00 0.277
F 0.4797 -5.8512 0.0022 -0.01 0.00 0.00 -0.285
C -0.0044 -3.9682 1.3328 -0.02 0.01 -0.04 0.251
F -0.3854 -4.7648 2.3326 -0.01 0.00 0.02 -0.288
```
Positions in Å, forces in eV/Å.